No. 1
{
  "formula": "C5H6O3",
  "method": "ωB97M-V with the def2-TZVPD basis set",
  "homo_lumo_gap_ev": 9.02,
  "lumo_energy_ev": -0.7,
  "symbols": ["C", "C", "C", "C", "C", "H", "H", "H", "H", "H", "H", "O", "O", "O"],
  "xyz": [[0.542, -0.585, 0.403], [-0.666, 0.284, 0.937], [-1.930, -0.050, -0.173], [-0.990, -0.161, -1.503], [0.538, -0.414, -1.106], [2.010, 0.595, 0.175], [0.261, -1.758, 0.488], [-2.714, 0.672, -0.244], [-2.449, -1.018, -0.017], [-1.109, -1.127, -2.192], [-0.829, 0.879, -1.932], [1.661, -0.402, 1.142], [-0.736, 1.075, 1.976], [1.558, 0.241, -1.571]],
  "nbo_charge": [-0.130, 0.586, -0.497, -0.516, 0.575, 0.467, 0.217, 0.239, 0.233, 0.254, 0.262, -0.644, -0.493, -0.552]
}

---

No. 2
{
  "formula": "C4H6N2O",
  "method": "ωB97M-V with the def2-TZVPD basis set",
  "smiles": "C=C/N=C/NC=O",
  "homo_lumo_gap_ev": 9.25,
  "lumo_energy_ev": 0.2,
  "symbols": ["C", "C", "N", "C", "N", "C", "O", "H", "H", "H", "H", "H", "H"],
  "xyz": [[-2.946, -0.557, -0.063], [-1.877, 0.262, -0.059], [-0.552, -0.340, -0.045], [0.535, 0.402, -0.139], [1.731, -0.327, 0.006], [2.979, 0.134, 0.100], [4.046, -0.502, -0.196], [-2.913, -1.656, 0.227], [-4.035, -0.105, -0.140], [-1.876, 1.324, -0.190], [0.479, 1.545, -0.073], [1.558, -1.395, 0.161], [2.870, 1.215, 0.410]],
  "nbo_charge": [-0.390, -0.064, -0.475, 0.256, -0.624, 0.527, -0.577, 0.223, 0.209, 0.179, 0.185, 0.441, 0.110]
}

---

No. 3
{
  "formula": "C18H21N3O6S",
  "method": "ωB97M-V with the def2-TZVPD basis set",
  "homo_lumo_gap_ev": 7.76,
  "lumo_energy_ev": -1.1,
  "symbols": ["C", "C", "C", "C", "C", "H", "H", "O", "C", "O", "N", "C", "C", "C", "C", "C", "C", "H", "H", "S", "O", "O", "N", "C", "C", "C", "C", "C", "C", "H", "H", "H", "N", "O", "O", "H", "H", "H", "H", "H", "H", "H", "H", "H", "H", "H", "H", "H", "H"],
  "xyz": [[-4.968, -3.718, 0.710], [-4.818, -2.991, -0.712], [-4.418, -1.421, -0.599], [-5.561, -0.716, 0.157], [-5.296, 0.635, -0.034], [-5.286, 1.056, -0.869], [-6.197, 1.255, 0.788], [-4.131, 1.153, 0.684], [-3.078, 1.409, -0.042], [-2.962, 1.366, -1.156], [-2.025, 1.809, 0.915], [-0.764, 2.048, 0.474], [-0.203, 1.908, -0.856], [1.111, 2.519, -0.961], [1.957, 2.612, -0.077], [1.480, 2.470, 1.488], [0.275, 2.000, 1.679], [-0.136, 2.008, 2.728], [2.358, 2.788, 2.096], [3.634, 3.114, -0.151], [3.865, 3.052, -1.767], [3.910, 4.308, 0.660], [4.496, 1.916, 0.536], [4.640, 0.594, 0.129], [5.683, -0.120, 0.244], [5.932, -1.545, -0.038], [5.072, -2.226, -1.071], [4.129, -1.044, -1.626], [3.827, 0.033, -0.978], [3.193, 0.679, -1.442], [3.482, -1.439, -2.456], [5.189, -3.065, -1.572], [6.896, -2.380, 0.559], [6.980, -3.653, 0.040], [7.486, -2.048, 1.465], [6.365, 0.244, 1.329], [5.187, 2.122, 1.004], [1.446, 2.576, -1.742], [-0.938, 1.979, -1.534], [-2.305, 1.678, 1.977], [-5.569, -1.064, 1.391], [-6.742, -0.773, -0.014], [-3.713, -1.487, -0.028], [-4.496, -1.227, -1.543], [-6.051, -2.988, -1.267], [-4.087, -3.539, -1.369], [-5.133, -4.885, 0.507], [-5.674, -3.471, 1.302], [-4.042, -3.531, 1.044]],
  "nbo_charge": [-0.589, -0.333, -0.429, -0.443, -0.009, 0.178, 0.149, -0.527, 0.921, -0.573, -0.661, 0.271, -0.327, -0.106, -0.344, -0.166, -0.252, 0.211, 0.240, 2.189, -0.915, -0.883, -0.802, 0.133, -0.197, 0.014, -0.042, -0.203, -0.199, 0.230, 0.222, 0.218, 0.498, -0.495, -0.267, 0.197, 0.392, 0.192, 0.233, 0.434, 0.216, 0.253, 0.196, 0.223, 0.162, 0.209, 0.202, 0.190, 0.192]
}

---

No. 4
{
  "formula": "C2H4N3P",
  "method": "ωB97M-V with the def2-TZVPD basis set",
  "homo_lumo_gap_ev": 9.30,
  "lumo_energy_ev": 0.3,
  "symbols": ["C", "C", "N", "N", "N", "P", "H", "H", "H", "H"],
  "xyz": [[-0.848, -0.064, -0.667], [0.306, 0.252, 0.142], [-0.722, -0.780, -1.709], [1.539, 0.164, -0.067], [-0.672, -1.303, -2.682], [-0.197, 1.083, 1.742], [-1.793, 0.025, -0.188], [1.849, -0.035, -1.102], [1.038, 0.767, 2.161], [-0.499, -0.109, 2.368]],
  "nbo_charge": [-0.362, 0.053, 0.113, -0.665, 0.045, 0.261, 0.240, 0.331, 0.005, -0.020]
}

---

No. 5
{
  "formula": "C3H13N3",
  "method": "ωB97M-V with the def2-TZVPD basis set",
  "smiles": "CCN.NCN",
  "homo_lumo_gap_ev": 9.95,
  "lumo_energy_ev": 0.7,
  "symbols": ["C", "C", "N", "H", "H", "H", "H", "H", "H", "H", "N", "C", "N", "H", "H", "H", "H", "H", "H"],
  "xyz": [[-2.766, -0.238, 0.869], [-3.360, 1.119, 1.227], [-3.423, 2.076, 0.118], [-1.723, -0.166, 0.547], [-2.837, -0.916, 1.716], [-3.271, -0.710, 0.025], [-4.377, 0.957, 1.561], [-2.715, 1.519, 2.016], [-2.719, 1.919, -0.593], [-4.331, 2.044, -0.321], [3.483, -0.718, 0.413], [3.949, -0.511, -0.968], [3.420, -1.459, -1.928], [3.330, 0.171, 0.879], [2.581, -1.183, 0.390], [3.738, 0.497, -1.338], [5.029, -0.620, -0.991], [3.587, -2.408, -1.609], [2.404, -1.372, -2.014]],
  "nbo_charge": [-0.620, -0.213, -0.841, 0.195, 0.210, 0.199, 0.186, 0.177, 0.352, 0.355, -0.857, -0.051, -0.826, 0.356, 0.349, 0.159, 0.170, 0.354, 0.345]
}

---

No. 6
{
  "formula": "CH12N2O4",
  "method": "ωB97M-V with the def2-TZVPD basis set",
  "smiles": "[H]/N=C/N.O.O.O.O",
  "homo_lumo_gap_ev": 9.70,
  "lumo_energy_ev": 0.4,
  "symbols": ["H", "N", "C", "N", "H", "H", "H", "O", "H", "H", "O", "H", "H", "O", "H", "H", "O", "H", "H"],
  "xyz": [[-0.927, -0.195, 0.606], [-0.140, 0.331, 0.268], [-0.318, 1.578, 0.089], [0.675, 2.466, -0.209], [-1.303, 2.069, 0.065], [1.596, 2.036, -0.222], [0.510, 3.408, 0.092], [2.099, -1.446, -0.364], [1.313, -0.896, -0.569], [1.733, -2.317, -0.177], [-3.448, 0.048, -0.325], [-2.560, -0.021, -0.698], [-3.985, -0.467, -0.945], [-1.034, -2.320, -0.917], [-0.821, -3.026, -1.546], [-0.900, -2.778, -0.073], [2.558, 0.951, 1.597], [1.972, 0.402, 2.143], [2.980, 0.176, 1.184]],
  "nbo_charge": [0.358, -0.801, 0.306, -0.811, 0.148, 0.418, 0.395, -0.981, 0.508, 0.459, -0.947, 0.475, 0.471, -0.938, 0.473, 0.468, -0.950, 0.470, 0.483]
}

---

Computed values of relative energy (zero: lowest compared OMol25 entry of this formula, charge and spin) (unit: kcal per mole) for the preceding records, in sequence: 122.7, 59.2, 463.2, 58.6, 8.3, 24.5.
Computed values of HOMO energy (unit: eV) for the preceding records, in sequence: -9.8, -9.1, -8.8, -9.0, -9.2, -9.3.